A structure of composition C33H26Cl2N5O2SV, computed with ωB97M-V/def2-TZVPD.

HOMO energy (spin up / spin down): -8.6 / -8.9 eV
Multiplicity: 2
Charge: +1

```
70
Properties=species:S:1:pos:R:3:mulliken_spin:R:1
V 0.18 -0.08 -0.47 1.2220
Cl 0.47 2.09 -1.62 -0.0126
Cl -4.20 3.99 0.43 -0.0005
S -1.01 3.63 0.74 -0.0664
O -1.02 0.79 1.01 -0.0042
O -1.35 -0.66 -1.10 -0.0705
N 0.88 -0.88 -2.38 -0.0402
N 1.71 0.93 1.53 -0.0112
N 2.56 3.02 1.20 -0.0002
N 0.61 -1.15 1.08 -0.0393
N 2.25 -0.01 -0.45 -0.0446
C 3.09 -0.65 -1.44 0.0183
C -3.23 2.34 -3.06 -0.0111
C -1.36 0.59 3.35 -0.0089
C -1.25 2.48 -1.75 -0.0151
C 0.16 -1.38 -3.31 0.0371
C -3.91 2.92 -1.99 0.0036
C -0.60 0.50 2.13 0.0229
C -3.29 -2.38 -4.29 -0.0067
C 1.49 -5.28 1.10 -0.0064
C -4.00 -1.98 -3.16 0.0080
C -0.81 0.11 4.48 0.0055
C 0.79 -0.14 2.11 -0.0142
C 1.16 -4.60 -0.07 0.0064
C 2.09 4.90 2.59 -0.0002
C 1.24 -3.22 2.33 -0.0093
C 1.38 4.09 3.45 0.0004
C -3.26 3.29 -0.84 -0.0060
C 2.29 -0.61 -2.72 0.0023
C -1.99 -1.23 -2.13 -0.0034
C -1.93 -2.20 -4.34 0.0050
C 0.93 -2.52 1.16 0.0193
C 2.69 4.31 1.49 -0.0005
C 1.84 2.27 2.01 0.0057
C -1.85 3.13 -0.65 0.0035
C -1.25 -1.62 -3.25 0.0043
C -3.36 -1.41 -2.08 -0.0073
C 1.52 -4.58 2.29 0.0032
C 0.88 -3.25 -0.04 0.0201
C 0.56 -0.40 4.54 -0.0008
C 1.26 2.73 3.18 0.0018
C -1.87 2.11 -2.93 0.0075
C 2.66 0.61 0.58 0.0118
C 1.32 -0.52 3.46 -0.0012
H 0.65 -1.65 -4.25 -0.0015
H -3.90 -1.07 -1.20 0.0005
H 2.34 0.38 -3.17 -0.0018
H 0.91 4.50 4.34 0.0000
H 4.05 -0.13 -1.54 -0.0015
H 3.28 -1.68 -1.13 -0.0021
H -3.75 2.08 -3.97 0.0006
H -4.98 3.11 -2.06 -0.0005
H -2.36 1.02 3.30 -0.0003
H 1.22 -2.74 3.29 -0.0009
H -1.36 -2.49 -5.21 0.0001
H -5.07 -2.12 -3.12 0.0002
H -1.30 1.67 -3.73 0.0000
H 1.10 -5.13 -1.01 0.0005
H 3.69 0.93 0.72 -0.0003
H 3.28 4.90 0.80 0.0000
H 0.59 -2.76 -0.95 -0.0201
H 0.73 2.09 3.86 -0.0008
H -3.81 -2.82 -5.13 0.0001
H 1.75 -5.09 3.21 -0.0001
H -1.38 0.13 5.40 0.0002
H 1.71 -6.34 1.08 -0.0002
H 2.19 5.96 2.77 0.0001
H 2.66 -1.34 -3.44 0.0001
H 2.35 -0.86 3.51 -0.0003
H 0.96 -0.65 5.51 0.0001
```



A cluster of 4 separate species, C2H12N2O3 in total in a non-equilibrium geometry, computed with ωB97M-V/def2-TZVPD.

HOMO energy: -7.5 eV
SMILES string: N/C=C\N.O.O.O

```
19
Properties=species:S:1:pos:R:3:mulliken_charge:R:1
O 3.55 -1.74 1.53 -0.6704
O -2.47 0.04 0.95 -0.7185
O -0.63 6.03 -1.62 -0.6295
N -0.04 -1.36 1.48 -0.5106
N -1.08 -1.40 -1.61 -0.5442
C 0.57 -1.56 0.25 -0.2471
C 0.21 -1.16 -0.99 -0.4814
H 0.88 -0.61 -1.66 0.2646
H -0.79 5.45 -2.36 0.3100
H -1.76 0.62 0.64 0.3169
H -3.09 0.08 0.21 0.3225
H 3.03 -0.91 1.67 0.3360
H 1.63 -1.81 0.27 0.5507
H -0.48 6.81 -2.20 0.3195
H -0.23 -2.21 2.04 0.2668
H -1.07 -2.33 -2.02 0.2309
H -1.19 -0.77 -2.38 0.2472
H 3.58 -2.04 2.46 0.3156
H -1.04 -1.13 1.41 0.3211
```



An isolated molecule of C6H8, computed with ωB97M-V/def2-TZVPD.

HOMO energy: -9.8 eV
SMILES string: C#CC1CCC1

```
14
Properties=species:S:1:pos:R:3:mulliken_charge:R:1
C -0.09 1.21 -1.31 -0.8648
C -1.05 -0.45 0.43 -0.6573
C 1.10 -0.35 0.38 -0.6553
C 0.08 -1.14 1.22 -0.5175
C -0.13 1.65 -2.43 0.1960
C -0.03 0.65 0.03 0.1354
H 0.13 -2.24 1.18 0.3087
H -1.34 -1.03 -0.45 0.2831
H 1.42 -0.90 -0.51 0.2829
H -0.18 2.05 -3.43 0.4134
H -0.05 1.46 0.77 0.2391
H 0.09 -0.83 2.27 0.2262
H -1.94 -0.13 0.97 0.3056
H 1.99 0.05 0.89 0.3042
```



A cluster of 2 separate species, C11H22N3 in total in a non-equilibrium geometry, computed with ωB97M-V/def2-TZVPD.

HOMO energy: -12.2 eV
Charge: +1

```
36
Properties=species:S:1:pos:R:3:mulliken_charge:R:1
N -0.15 -0.81 1.42 -0.0394
N -2.37 -1.76 1.95 -0.1707
N 2.65 0.75 -0.73 -0.3467
C -0.32 0.34 -2.02 1.1760
C -3.03 -0.95 2.71 -0.4103
C 3.86 1.54 -0.83 -0.9381
C 0.28 0.36 -0.75 0.7815
C 0.48 1.05 -3.16 -1.2367
C -1.62 -0.27 -2.40 -1.9252
C 1.04 2.47 0.01 -1.3584
C 0.99 -0.28 2.26 -1.0348
C -0.41 -0.44 0.24 -0.3061
C -3.12 -2.99 1.80 -1.0022
C 1.48 1.09 -0.48 -0.0015
H 1.83 -0.80 1.78 0.3905
H 1.15 3.20 -0.85 0.3694
H -0.61 -1.57 1.90 0.4786
H -2.30 -0.59 -1.67 0.5696
H 0.00 0.81 -4.19 0.3854
H -3.89 -1.19 3.37 0.2542
H 0.78 -0.49 3.32 0.3409
H -1.39 -1.12 -2.95 0.5008
H -2.56 0.05 2.79 0.2191
H 3.76 2.67 -0.82 0.3337
H 0.51 2.14 -3.03 0.3106
H -2.69 -3.85 2.33 0.3329
H 1.46 0.75 -2.87 0.3870
H -4.08 -2.89 2.27 0.2864
H 1.75 2.79 0.93 0.3525
H 0.04 2.51 0.39 0.4407
H -3.12 -3.30 0.75 0.3130
H 1.10 0.74 2.00 0.3091
H -1.28 -1.05 -0.15 0.1168
H 4.69 1.22 -0.23 0.3270
H -2.09 0.32 -3.14 0.4598
H 4.34 1.13 -1.80 0.3341
```



A structure of composition C3H4N2S2 in a non-equilibrium geometry, computed with ωB97M-V/def2-TZVPD.

HOMO energy: -8.9 eV

```
11
Properties=species:S:1:pos:R:3:mulliken_charge:R:1
S -1.48 -1.01 -0.55 -0.1222
S 1.47 -1.03 -0.40 -0.0926
N -1.60 1.67 -0.01 -0.5377
N 1.55 1.74 -0.18 -0.5013
C 0.07 -1.73 0.30 -0.5457
C 1.00 0.62 -0.19 0.3298
C -0.93 0.64 -0.23 0.2374
H 2.57 2.00 -0.04 0.2743
H -2.64 1.42 -0.12 0.2820
H 0.00 -2.83 0.10 0.3164
H -0.01 -1.49 1.33 0.3595
```



A structure of composition C15H31F5NiOP2Te in a non-equilibrium geometry, computed with ωB97M-V/def2-TZVPD.

HOMO energy (spin up / spin down): -7.8 / -8.7 eV
Multiplicity: 3

```
56
Properties=species:S:1:pos:R:3:mulliken_spin:R:1
Te 0.03 1.59 2.57 -0.0025
Ni -0.04 -0.30 -0.45 1.6983
P 0.20 1.71 -5.71 -0.0006
P -0.08 -1.41 -5.80 0.0054
F -1.42 2.80 2.60 0.0033
F -1.08 0.21 3.26 0.0003
F 1.20 3.00 2.05 0.0019
F 0.36 2.10 4.37 -0.0005
F 1.53 0.43 2.73 -0.0010
O -0.31 1.14 0.82 0.0542
C 0.28 -1.87 0.59 0.2478
C -1.86 -0.69 -2.74 0.0307
C 1.73 0.91 -2.54 0.0243
C 0.59 -1.43 -2.44 0.0037
C -0.34 -0.47 -7.43 0.0001
C -0.77 -1.60 -2.29 0.0015
C 1.25 -0.37 -3.26 0.0260
C -1.51 0.81 -2.96 0.0032
C -1.05 -2.90 -6.27 -0.0009
C -1.48 2.41 -6.06 0.0000
C 1.20 3.20 -6.12 0.0000
C 1.61 -2.01 -6.25 0.0003
C -0.71 1.52 -1.92 -0.0192
C 0.65 1.65 -1.81 0.0140
C 0.38 0.88 -7.40 0.0000
H 1.02 2.35 -1.06 -0.0066
H 2.34 -1.19 -6.20 0.0001
H 2.20 1.58 -3.28 -0.0013
H 1.25 -2.16 -1.96 -0.0339
H -1.50 2.89 -7.05 0.0000
H -1.03 0.92 -3.94 -0.0025
H 1.46 0.77 -7.59 0.0000
H -2.67 -0.72 -1.98 -0.0001
H 2.52 0.64 -1.83 -0.0060
H 0.52 -0.03 -4.02 0.0040
H 1.26 -1.72 1.08 -0.0135
H -1.10 -2.48 -1.74 -0.0072
H 1.61 -2.43 -7.27 0.0001
H 0.80 3.72 -7.01 0.0000
H -2.25 1.62 -6.02 0.0000
H -0.03 1.56 -8.16 0.0000
H -0.50 -1.88 1.37 -0.0188
H -2.11 -2.62 -6.39 0.0001
H 1.17 3.88 -5.25 0.0000
H -0.68 -3.33 -7.22 0.0001
H -1.42 -0.34 -7.56 0.0001
H 0.04 -1.10 -8.25 0.0002
H -2.46 1.35 -3.05 -0.0008
H 1.90 -2.79 -5.53 0.0001
H -1.31 2.09 -1.21 0.0014
H 2.10 -0.81 -3.80 0.0005
H -1.72 3.16 -5.29 0.0001
H 2.24 2.90 -6.30 0.0000
H 0.27 -2.80 0.00 -0.0031
H -0.95 -3.63 -5.46 -0.0002
H -2.33 -1.09 -3.67 -0.0031
```



Short version: total energy = -107749.5810, -11389.1641, -6349.1344, -16223.9515, -27824.0718, -98604.3581 eV, in the order given.
Short version: relative energy (zero: lowest compared OMol25 entry of this formula, charge and spin) = 2.954, 2.585, 1.649, 2.375, 2.717, 0.000 eV, in the order given.